A 2-piece molecular cluster, C10H17N3 overall in a non-equilibrium geometry. Source: OMol25; level of theory: ωB97M-V with the def2-TZVPD basis set.

```
30
Properties=species:S:1:pos:R:3:forces:R:3
C 2.36266 0.96558 0.78160 0.91 0.97 0.78
C 1.98647 -0.02877 -0.09337 -4.16 -0.81 -2.47
C -2.11366 1.20938 0.15161 0.99 -0.37 -2.25
C -0.18773 2.57207 -0.65257 -2.17 0.65 1.72
C 0.10288 -1.18369 1.97416 2.95 1.59 -0.65
C 0.04221 -2.59119 -0.05488 0.03 0.95 -1.10
C -0.13045 -0.31277 -1.87276 0.32 0.26 -1.49
C -0.60080 1.24820 0.13527 0.88 1.23 0.16
C -0.41857 -1.26234 0.54626 -1.45 -0.55 -0.16
C -0.06929 -0.07082 -0.39061 3.29 -0.62 1.34
N 2.55904 1.84728 1.49135 0.05 0.28 0.29
N 2.60082 -1.30193 -0.23271 1.32 -0.07 -0.35
N 2.83515 -0.58882 -1.20261 -0.60 0.20 1.08
H -2.49221 1.10797 -0.85194 0.21 -0.03 -0.97
H -2.64522 0.46018 0.59504 -0.65 -2.43 1.88
H -2.61309 2.04495 0.44492 -0.74 2.96 1.25
H -0.81328 2.82872 -1.54446 0.64 -0.82 0.39
H -0.56388 3.39503 0.08977 1.31 -1.15 -1.26
H 0.87197 2.62408 -0.86214 0.12 0.25 0.04
H 1.13056 -0.70958 2.08939 -0.93 -0.41 -0.71
H 0.31060 -2.08260 2.49505 -0.68 -1.30 0.22
H -0.44433 -0.51646 2.55161 -1.46 0.88 1.29
H -0.32575 -2.78800 -1.06439 0.42 0.55 -0.27
H -0.32865 -3.45201 0.39754 -0.66 -1.25 1.71
H 1.12778 -2.60957 0.01785 -0.27 -0.47 -0.36
H 0.63929 -1.19848 -2.18472 -2.11 2.41 0.36
H 0.09003 0.71762 -2.35579 0.21 -1.93 0.43
H -1.20413 -0.49762 -2.24671 1.56 -0.34 0.69
H -0.15049 1.40317 1.16413 -0.73 -0.29 -0.97
H -1.55795 -1.22957 0.68412 1.38 -0.34 -0.60
```
Forces are in eV/Å.

Results
electronic energy: -555.2999 Eh
total charge: 0
Kohn-Sham gap: 0.3572 Ha
energy relative to the best compared isomer or geometry (same formula, charge and spin): 4.571 eV
2S+1: 1

One molecule with the formula C10H17N3O5 in a non-equilibrium geometry. Source: OMol25; level of theory: ωB97M-V with the def2-TZVPD basis set.

```
35
Properties=species:S:1:pos:R:3:forces:R:3
C 0.71413 2.56820 3.63826 -1.23 -3.48 -0.57
N 1.32413 1.55793 2.75647 1.90 0.61 -0.11
C 0.56583 0.75660 1.99214 -1.51 0.93 -0.50
O -0.67115 0.78597 2.12606 1.45 -0.38 -0.35
C 1.18409 -0.15553 0.87682 0.82 1.58 1.33
C 1.11010 -1.52529 1.43045 -2.02 -2.72 0.42
C 1.96440 -2.00857 2.56053 3.89 2.03 2.33
O 2.89465 -1.29591 3.04609 -3.11 -2.47 -1.53
O 1.76230 -3.30038 3.01060 -1.40 1.81 -2.01
N 0.44712 -0.03112 -0.37682 -0.12 -0.25 -0.64
C 0.47818 1.04680 -1.23298 1.93 1.38 2.36
O 1.18654 2.07139 -0.99990 -1.87 -2.72 -0.93
C -0.43778 0.96971 -2.45566 -0.39 1.07 0.74
C 0.26047 0.46693 -3.74707 0.09 -1.39 0.93
N -1.79793 0.38764 -2.18080 1.63 1.44 -0.13
C -2.11749 -0.87252 -1.99954 -1.63 -1.73 -1.26
C -3.59772 -1.19357 -2.32427 0.77 0.04 -1.47
O -1.31157 -1.75718 -1.82657 1.03 -0.93 0.60
H 0.41899 1.99484 4.51843 -0.73 0.47 0.15
H -0.10757 3.05334 3.13230 -0.08 0.25 0.15
H 1.50008 3.13898 3.93402 1.92 2.32 0.70
H 2.36902 1.59314 2.78096 -1.65 -0.65 -0.68
H 2.27958 -0.02788 0.77016 -0.58 0.82 -0.29
H 1.33307 -2.17023 0.63346 0.84 -1.26 -1.36
H 0.08656 -1.90267 1.59460 -0.04 0.63 0.39
H 2.45139 -3.56410 3.60198 0.95 0.20 0.74
H -0.16242 -0.80974 -0.68123 0.53 0.41 0.33
H -0.69095 2.05193 -2.55003 0.36 -0.77 -0.42
H 0.66611 1.26951 -4.32753 0.72 0.35 0.04
H 0.86833 -0.49572 -3.76110 -0.13 1.63 0.87
H -0.53910 0.10934 -4.30162 -1.83 -0.43 -1.51
H -2.60098 0.96536 -2.25067 -0.10 0.97 -0.23
H -3.90051 -0.45448 -3.09434 0.05 -0.61 0.11
H -4.26827 -0.98919 -1.52238 -0.43 -0.42 0.90
H -3.66161 -2.23354 -2.77088 -0.03 1.29 0.91
```
Forces are in eV/Å.

Results
electronic energy: -931.7373 Eh
total charge: 0
structure (SMILES): CNC(=O)[C@@H](CC(=O)O)NC(=O)[C@@H](C)NC(C)=O
Kohn-Sham gap: 0.3646 Ha
energy relative to the best compared isomer or geometry (same formula, charge and spin): 1.732 eV
2S+1: 1

C10H17N3O6 as an isolated structure in a non-equilibrium geometry. Source: OMol25; level of theory: ωB97M-V with the def2-TZVPD basis set.

```
36
Properties=species:S:1:pos:R:3:forces:R:3
C 1.79140 -0.39361 1.20675 1.89 0.39 -2.65
C 0.63256 -0.65640 0.27333 -2.49 1.63 -2.82
C 3.16733 -0.29341 0.52146 2.29 -1.42 0.14
C 3.60322 0.98150 -0.04166 3.03 0.75 1.53
C 5.12680 0.97024 -0.46245 0.21 -1.80 3.10
C -1.69384 -1.18456 0.43626 -6.06 1.79 0.26
C -1.87862 -1.64658 -1.07537 3.19 2.79 -1.91
C -2.44102 0.24533 0.53205 -0.20 -1.13 -0.45
C -3.72824 0.20172 -0.22866 -2.34 -0.19 0.27
C -4.44294 1.55026 0.25702 -2.58 -0.15 5.15
H 2.61365 -1.99922 2.74070 -2.58 2.83 -3.22
H 1.76941 -2.31484 1.20846 0.18 0.84 2.07
H 1.49471 0.49577 1.75334 0.43 0.39 0.28
H 3.54232 -1.04022 -0.33483 -1.69 0.57 2.40
H 3.83295 -0.37914 1.43333 -0.37 -0.73 -1.22
H 3.53378 1.69634 0.76284 0.63 0.70 0.64
H 2.89329 1.37922 -0.62485 -1.98 1.33 -3.48
H 6.36361 2.01635 -1.43733 0.60 0.41 -0.16
H -0.24847 -1.19555 2.24701 -0.62 0.17 -4.90
H -2.55348 -1.73330 1.00468 2.33 -0.19 -0.79
H -2.83293 0.64769 1.52034 1.55 -0.88 -0.61
H -1.87848 0.96342 -0.01436 1.11 0.90 0.09
H -4.33953 -0.78774 0.08126 0.77 2.55 -0.39
H -3.68349 0.11855 -1.33080 0.26 0.34 0.51
H -6.06749 2.67693 0.08424 -2.21 3.70 2.02
H -5.54584 2.03890 -1.65114 -0.42 -0.08 5.70
H -0.47270 -0.32704 -1.66886 -1.04 -1.29 -0.90
N 1.80498 -1.55681 1.96752 1.49 -6.47 3.29
N -0.47283 -1.08388 1.06017 5.17 0.43 0.49
N -5.58791 2.00829 -0.34478 4.00 -4.13 -8.66
O 0.67890 -0.32571 -1.09650 1.58 -1.05 8.48
O 5.85578 0.03160 0.07323 -2.59 5.42 -3.91
O 5.46253 2.19497 -1.15187 -0.17 -3.93 1.51
O -2.60228 -2.54414 -1.29706 -1.17 -1.26 -0.40
O -4.33617 1.97444 1.49541 0.66 -1.64 -4.76
O -1.24013 -0.89070 -2.15656 -2.84 -1.59 3.30
```
Forces are in eV/Å.

Results
electronic energy: -1006.7166 Eh
total charge: 0
Kohn-Sham gap: 0.3465 Ha
energy relative to the best compared isomer or geometry (same formula, charge and spin): 9.228 eV
2S+1: 1

A 2-piece molecular cluster, C10H17N4O overall in a non-equilibrium geometry. Source: OMol25; level of theory: ωB97M-V with the def2-TZVPD basis set.

```
32
Properties=species:S:1:pos:R:3:forces:R:3
C 2.37009 1.61601 -0.44350 -1.50 0.41 0.79
C 1.55511 1.07349 0.49727 0.69 -0.21 1.16
C 3.02163 -0.48702 -0.14513 0.58 3.68 -1.41
C 0.25962 0.79279 2.56939 -0.53 -0.12 2.25
C -0.84118 1.41251 -2.40636 0.30 -0.03 2.61
C 0.59372 1.52832 1.53147 0.49 1.90 -2.24
C 3.49207 -1.79639 -0.33364 0.44 -4.30 1.63
C -3.49607 0.23628 0.38810 1.96 -1.64 1.92
C -1.53929 -1.28464 -0.33329 -3.18 -0.62 3.38
C -1.90157 0.03403 0.43240 -2.08 -0.70 0.53
N -1.05121 1.38544 -1.24563 -0.72 -0.52 -1.75
N 2.06677 -0.18843 0.64949 -1.24 1.69 -0.14
N 3.26288 0.70934 -0.83990 -1.10 -4.50 2.42
N -1.32127 1.30925 -0.03419 0.43 -0.34 -0.56
O -0.60177 -1.98514 0.48914 0.86 -1.49 -1.55
H 2.33581 2.56788 -0.81775 0.10 2.10 -0.89
H -0.43434 1.22864 3.38142 1.21 -1.03 -1.48
H 0.69372 -0.23838 2.73690 -0.81 1.36 0.12
H -0.81926 1.61859 -3.43358 -0.15 0.18 -0.69
H 0.18632 2.51925 1.19881 0.31 -0.99 1.36
H 2.61664 -2.45505 -0.61013 0.97 0.76 -0.60
H 4.33722 -1.85928 -1.00789 -0.03 -0.35 -0.05
H 3.71161 -2.36540 0.68230 0.19 1.57 -1.79
H -3.73500 1.13165 0.96974 -0.37 -0.59 0.16
H -3.97460 -0.75526 0.62883 0.28 1.27 0.77
H -3.84123 0.35682 -0.57823 -0.30 0.73 -2.36
H -2.51403 -1.89924 -0.62923 1.82 0.94 1.30
H -1.17931 -1.08785 -1.23838 2.07 1.03 -3.81
H -1.55364 -0.09999 1.53248 -0.70 0.23 -1.92
H 1.75722 -0.65338 1.42161 -0.95 -2.43 1.96
H 3.95151 0.69723 -1.49920 1.91 0.74 -2.29
H -0.18408 -2.70807 -0.07586 -0.95 1.25 1.18
```
Forces are in eV/Å.

Results
electronic energy: -685.0697 Eh
total charge: +1
Kohn-Sham gap: 0.3053 Ha
energy relative to the best compared isomer or geometry (same formula, charge and spin): 4.600 eV
2S+1: 1